4 unconnected molecules or ions with the total composition C3H15NO3 at a distorted geometry. Source: OMol25; level of theory: ωB97M-V/def2-TZVPD.

highest occupied orbital energy	-8.382	eV
SMILES	CN(C)C.O.O.O
calculated total energy	-10985.1467	eV
relative energy (zero: lowest compared OMol25 entry of this formula, charge and spin)	237.74	kJ/mol
HOMO-LUMO gap	8.90	eV

Each line ends with the Löwdin charge.
Element x y z (Å)
C -2.80772 -1.03014 -1.20205  -0.117
N -1.61572 -0.43338 -0.65916  -0.381
C -0.39931 -0.55467 -1.35748  -0.123
C -1.87374 0.90859 -0.10795  -0.127
H -3.43475 -1.13188 -0.31548  0.084
H -2.55805 -1.96369 -1.65160  0.066
H -3.30584 -0.53258 -2.06284  0.089
H 0.36729 0.00581 -0.78573  0.078
H -0.08933 -1.60961 -1.42712  0.084
H -0.63451 -0.20320 -2.43517  0.111
H -1.32756 0.98545 0.88459  0.079
H -2.90558 1.13789 0.21435  0.076
H -1.55572 1.85663 -0.68380  0.099
H 5.55188 2.97693 0.58884  0.043
H 5.43730 1.88858 1.63815  -0.009
O 5.42991 2.81097 1.53110  -0.037
H -0.74444 -2.22223 1.51247  0.090
H -1.73689 -1.06252 1.98691  0.038
O -0.84043 -1.45206 2.20616  -0.138
H 2.24312 0.04115 0.62876  0.084
H 3.60609 -0.17259 1.17293  0.001
O 3.19401 -0.24343 0.32412  -0.093